Formula: C44H38CoN6O4P2S
Source: the Open Molecules 2025 dataset
Level of theory: ωB97M-V/def2-TZVPD

Calculated values
Highest occupied orbital energy (alpha / beta), eV: -10.042 / -10.604
<S²>: 6.31
Energy relative to the best compared isomer or geometry (same formula, charge and spin), kcal/mol: 91.8
Strongest force on any atom, eV/Å: 2.3
LUMO (alpha / beta), eV: -4.65 / -4.60
DFT total energy, eV: -130409.215

The geometry in ORCA input format:
```
! RIJCOSX wB97M-V def2-TZVPD def2/J DEFGRID3
* xyz 1 5
Co 1.766 -0.702 0.384
S 2.593 -0.777 2.752
P 0.225 0.982 0.487
P -0.476 4.081 1.588
O 7.602 -1.460 -2.126
O 2.757 0.831 0.014
O 6.803 0.610 -1.955
O 4.512 1.648 -1.087
N 1.196 -2.934 1.991
N 0.175 -0.971 -1.266
N 5.300 -2.591 -1.106
N 2.213 -3.081 3.998
N 0.889 -2.275 0.880
N 3.439 -1.687 -0.396
C -0.398 -0.113 -2.267
C -2.575 0.076 0.281
C -4.655 4.153 3.487
C -0.047 -5.314 -0.656
C -3.505 -1.237 2.076
C -1.248 -0.449 2.198
C 6.731 -0.689 -1.807
C 0.826 3.290 -3.447
C 1.122 3.082 -1.059
C -1.229 4.279 -0.083
C 0.339 2.033 -3.528
C 4.298 -0.687 -0.782
C -2.642 3.469 -1.847
C -4.038 2.921 3.361
C -3.632 -0.622 0.845
C 3.859 0.720 -0.623
C -0.324 -4.304 0.263
C 0.139 -2.929 0.018
C -0.926 5.399 -0.845
C -1.367 0.177 0.953
C -2.305 4.567 -2.623
C -2.302 -1.143 2.760
C 0.519 1.840 -1.068
C -2.094 3.968 2.431
C -1.301 -6.869 0.671
C 1.953 -2.368 2.897
C -3.986 5.303 3.099
C -1.561 -5.872 1.598
C 5.470 -1.241 -1.231
C -1.240 -2.136 -3.370
C -0.847 -0.843 -3.485
C -1.079 -2.814 -2.149
C 4.071 -2.831 -0.609
C -2.757 2.822 2.845
C -2.714 5.209 2.577
C -2.127 3.340 -0.571
C 3.552 -4.206 -0.439
C 0.534 1.099 -2.380
C -0.276 -2.213 -1.162
C 1.358 3.777 -2.234
C -1.472 5.546 -2.109
C -1.079 -4.591 1.396
C 0.311 2.350 1.724
C -0.532 -6.592 -0.447
H -4.566 -0.675 0.306
H -1.693 -7.863 0.817
H -2.184 -1.592 3.735
H 0.786 3.948 -4.300
H 3.274 -4.619 -1.409
H -0.302 -0.394 2.724
H -4.333 -1.790 2.494
H -1.295 -3.799 2.098
H -5.653 4.220 3.890
H -1.337 0.323 -1.853
H -2.143 -6.090 2.481
H -1.246 6.422 -2.697
H -0.978 -0.296 -4.403
H -3.324 2.725 -2.233
H -2.186 6.101 2.267
H -2.709 4.670 -3.618
H 2.678 -4.226 0.203
H -2.728 0.539 -0.682
H -0.317 -7.368 -1.165
H 1.361 3.576 -0.129
H 6.029 -3.251 -1.347
H 1.856 4.731 -2.203
H 4.322 -4.846 -0.014
H -4.557 2.021 3.659
H 1.561 0.692 -2.505
H -4.458 6.268 3.199
H 1.384 2.558 1.832
H 2.779 -2.703 4.734
H -0.085 1.655 -4.444
H -0.027 1.962 2.690
H -0.265 6.155 -0.448
H 0.557 -5.096 -1.526
H -1.472 -3.806 -2.003
H -2.298 1.849 2.758
H 1.848 -4.017 4.070
H -2.431 2.528 0.071
H 5.992 1.115 -1.658
H -1.654 -2.663 -4.214
*
```